C14H18F6N5NiO6PS3 | ωB97M-V/def2-TZVPD

Atoms and positions in Å:
Ni (0.591, -1.104, 0.767)
S (1.765, 1.748, -4.831)
S (1.668, -3.437, 1.253)
S (2.009, -1.322, 2.987)
P (-2.539, -1.391, 1.386)
F (-0.465, -3.470, -0.315)
F (0.290, -1.248, 4.975)
F (-0.021, 0.281, 3.473)
F (0.686, -5.298, -0.218)
F (1.655, 0.438, 4.830)
F (-0.601, -4.744, 1.437)
O (2.426, -4.451, 1.872)
O (2.306, -0.358, 1.940)
O (2.200, -2.554, 0.227)
O (3.030, -1.937, 3.739)
O (-1.273, -0.695, 0.882)
O (-2.972, -2.682, 0.826)
N (0.891, -2.383, 2.318)
N (-3.313, 0.840, 0.045)
N (1.620, 6.148, -3.615)
N (-1.939, -3.025, 3.417)
N (0.822, -0.136, -0.804)
C (2.771, 5.486, -3.647)
C (-3.767, -0.032, 1.177)
C (0.151, -0.503, -1.905)
C (0.907, -0.397, 4.152)
C (1.784, 0.796, -0.898)
C (1.722, 3.472, -4.355)
C (0.516, 4.157, -4.359)
C (2.882, 4.151, -4.014)
C (-2.525, -1.669, 3.209)
C (2.093, 1.397, -2.099)
C (1.393, 1.039, -3.249)
C (0.209, -4.292, 0.476)
C (0.407, 0.060, -3.137)
C (0.525, 5.491, -3.981)
H (-3.561, -1.722, 3.544)
H (2.885, 2.129, -2.138)
H (-4.758, -0.421, 0.952)
H (-3.648, 0.482, -0.854)
H (-3.814, 0.589, 2.072)
H (-2.135, -3.390, 4.352)
H (-0.598, -1.274, -1.779)
H (2.324, 1.035, 0.009)
H (3.655, 6.049, -3.372)
H (-0.396, 6.062, -3.980)
H (3.848, 3.668, -4.051)
H (-0.908, -3.014, 3.274)
H (-0.399, 3.672, -4.666)
H (-3.643, 1.804, 0.141)
H (-0.145, -0.268, -4.007)
H (-1.985, -0.941, 3.804)
H (-2.346, -3.655, 2.709)
H (-2.279, 0.819, 0.029)

Summary:
Multiplicity = 1
F_max = 0.6 eV/Å
LUMO (alpha / beta) = -7.080 / -7.086 eV
Calculated total energy = -133673.4406 eV
Net charge = +2
HOMO level (alpha / beta) = -14.06 / -14.06 eV
Relative energy (zero: lowest compared OMol25 entry of this formula, charge and spin) = 120.2 kJ/mol